Formula: C19H18ClN3O3
Source: the Open Molecules 2025 dataset
Level of theory: ωB97M-V/def2-TZVPD

Each line ends with the natural charge from an NBO analysis.
CARTESIAN COORDINATES (ANGSTROEM)
C: -5.445 -1.316 -2.286  -0.400
N: -4.708 -1.477 -1.041  -0.431
C: -5.411 -1.941 0.163  -0.403
C: -3.341 -1.161 -0.998  0.187
C: -2.742 -0.291 -1.927  -0.255
C: -1.385 0.041 -1.873  -0.200
C: -0.561 -0.510 -0.916  -0.046
C: 0.910 -0.170 -0.882  -0.057
C: 1.761 -0.927 -1.911  -0.343
C: 0.977 -1.766 -2.896  0.694
O: 0.554 -1.410 -3.971  -0.565
N: 1.135 -3.107 -2.718  -0.618
C: 2.106 -3.285 -1.778  0.647
O: 2.467 -4.418 -1.479  -0.542
C: 2.599 -1.973 -1.179  -0.002
O: 2.264 -1.842 0.223  -0.328
N: 1.580 -0.636 0.359  -0.150
C: 1.833 0.283 1.403  0.152
C: 1.126 1.459 1.609  -0.261
C: 1.390 2.359 2.625  -0.205
C: 2.542 2.153 3.410  -0.081
Cl: 3.027 3.234 4.671  0.004
C: 3.299 0.989 3.173  -0.193
C: 2.973 0.124 2.150  -0.254
C: -1.130 -1.409 -0.003  -0.209
C: -2.471 -1.724 -0.074  -0.258
H: -6.421 -1.776 -2.207  0.208
H: -4.887 -1.786 -3.107  0.202
H: -5.579 -0.255 -2.539  0.184
H: -4.996 -1.479 1.054  0.210
H: -6.481 -1.681 0.109  0.202
H: -5.431 -3.020 0.248  0.186
H: -3.367 0.230 -2.617  0.209
H: -1.094 0.838 -2.550  0.218
H: 1.026 0.901 -0.947  0.226
H: 2.336 -0.190 -2.476  0.260
H: 1.010 -3.737 -3.513  0.442
H: 3.666 -1.831 -1.393  0.221
H: 0.225 1.641 1.045  0.219
H: 0.743 3.204 2.803  0.230
H: 4.208 0.829 3.757  0.225
H: 3.608 -0.740 1.980  0.230
H: -0.541 -1.906 0.797  0.235
H: -2.869 -2.442 0.626  0.212

Its structure (SMILES) is CN(C)c1ccc([C@@H]2[C@@H]3C(=O)NC(=O)[C@@H]3ON2c2ccc(Cl)cc2)cc1. The energy comes out at -43128.2531 eV. The LUMO energy comes out at 0.47 eV. Its HOMO-LUMO gap is 8.250 eV.